Here is a structure of composition C2H2F2S2 in a non-equilibrium geometry from OMol25. Energies are from ωB97M-V/def2-TZVPD.

XYZ file:
```
8
Properties=species:S:1:pos:R:3:forces:R:3
C 0.872684 -0.994706 0.164611 1.608 1.669 3.692
C -0.632646 0.834472 0.805616 1.458 -1.412 1.653
F 1.892034 -1.797823 0.734013 -1.516 0.711 -0.062
F -0.910763 1.371855 2.059904 -0.252 0.009 -1.315
S 1.193132 0.858183 0.492275 -1.164 -1.407 -0.401
S -0.802165 -1.009974 0.848100 0.444 0.359 -0.233
H 0.960216 -1.166767 -0.822235 -0.083 -0.729 -3.372
H -1.219006 1.217367 -0.002093 -0.495 0.801 0.039
```
Positions in Å, forces in eV/Å.

## Properties
2S+1 = 1
lowest unoccupied orbital energy = -0.2 eV
energy relative to the best compared isomer or geometry (same formula, charge and spin) = 15.5 kcal per mole
highest occupied orbital energy = -9.8 eV